Below is a structure of composition C37H26Cl4N5O4S3Sc, with properties calculated with the ωB97M-V functional and the def2-TZVPD basis.

The geometry in XYZ format:
```
80
Properties=species:S:1:pos:R:3:mulliken_charge:R:1
Sc 0.4174 -0.3808 0.0980 -0.829
C 1.6660 -0.9433 -3.1270 -0.804
C 1.2335 0.4175 -3.5930 1.217
C 1.8623 0.9891 -4.6949 -1.016
C 1.4844 2.2292 -5.1820 -0.906
C 0.4625 2.9164 -4.5482 -0.768
C -0.1916 2.3744 -3.4487 1.401
C -1.2792 3.1580 -2.7694 -1.714
C 0.1841 1.1081 -2.9728 -0.756
N -0.4793 0.5831 -1.8335 1.281
C -1.7816 0.3037 -1.9954 -0.096
O -2.4592 0.2852 -3.0262 -0.801
C -2.5039 0.0739 -0.6756 0.309
C -3.8828 0.0137 -0.5579 -0.562
C -4.4269 -0.0525 0.7184 -0.350
C -3.6009 -0.0198 1.8351 -0.588
C -2.2346 0.0550 1.6268 0.134
N -1.7323 0.0800 0.4004 0.247
C -1.2121 0.2717 2.7260 -0.048
O -1.6182 0.4071 3.8855 -0.808
N 0.0232 0.3618 2.2311 1.376
C 1.0440 0.7477 3.1450 -0.011
C 1.5328 2.0549 3.0804 0.764
C 0.9263 3.0521 2.1342 -1.048
C 2.5763 2.4269 3.9199 -1.121
C 3.1263 1.5228 4.8141 -0.808
C 2.6108 0.2385 4.8893 -0.959
C 1.5600 -0.1633 4.0714 1.452
C 0.9876 -1.5462 4.1851 -1.331
H 2.5283 -1.2811 -3.7041 0.431
H 0.8638 -1.6755 -3.2222 0.220
H 1.9787 -0.9331 -2.0795 -0.007
H 2.6645 0.4404 -5.1754 0.345
H 1.9904 2.6606 -6.0369 0.384
H 0.1687 3.9000 -4.8995 0.366
H -1.2011 4.2165 -3.0231 0.474
H -1.2149 3.0511 -1.6849 0.170
H -2.2641 2.7954 -3.0727 0.304
H -4.4789 0.0339 -1.4586 0.543
H -5.5023 -0.1026 0.8437 0.408
H -3.9707 -0.0246 2.8503 0.525
H -0.0986 3.2930 2.4302 0.284
H 0.8922 2.6644 1.1149 -0.015
H 1.5122 3.9721 2.1204 0.403
H 2.9642 3.4380 3.8596 0.341
H 3.9563 1.8161 5.4463 0.381
H 3.0292 -0.4747 5.5912 0.332
H 1.5715 -2.1453 4.8856 0.413
H 0.9942 -2.0408 3.2144 0.029
H -0.0454 -1.4953 4.5365 0.228
Cl 3.7317 -6.3591 0.4133 -0.250
C 2.6050 -5.1086 -0.0137 0.638
C 1.7370 -5.2808 -1.0761 0.204
Cl 1.7865 -6.7337 -2.0257 -0.248
C 0.8087 -4.2775 -1.3940 0.325
Cl -0.3163 -4.4683 -2.7010 -0.234
C 0.7482 -3.1080 -0.6519 -0.450
O -0.0989 -2.1216 -0.8388 -0.329
C 1.6840 -2.9098 0.4020 -0.206
O 1.5956 -1.7534 1.0120 0.162
C 2.5779 -3.9184 0.7284 -0.078
Cl 3.6623 -3.6465 2.0506 -0.227
S 6.8740 3.4709 -3.0723 -0.460
C 5.5258 3.0835 -2.1459 0.295
S 5.2991 1.4894 -1.5265 -0.151
C 3.7674 1.9257 -0.8302 0.111
N 3.4592 3.1664 -1.0435 -0.648
N 4.4530 3.8135 -1.7692 0.560
C 4.1676 5.1848 -2.0377 0.436
C 5.1503 6.0849 -2.4327 -0.483
C 4.8116 7.4095 -2.6750 -0.672
C 3.5089 7.8540 -2.5253 -0.415
C 2.5364 6.9508 -2.1152 -0.639
C 2.8559 5.6279 -1.8697 -0.185
S 2.8859 0.7682 0.0795 -0.269
H 6.1682 5.7541 -2.5491 0.216
H 5.5901 8.0967 -2.9830 0.344
H 3.2529 8.8872 -2.7224 0.361
H 1.5120 7.2745 -1.9821 0.360
H 2.1021 4.9267 -1.5476 0.519
```

Values from the calculation:
multiplicity	1
maximum force	0.981	eV/A
net charge	-2
frontier orbital gap	6.8627	eV
energy above the lowest of the compared OMol25 structures with the same formula, charge and spin	0.5606	eV
highest occupied orbital energy	-2.90	eV